The following is a quantum chemistry calculation of 2 unconnected molecules or ions with the total composition H4O2, from OMol25.

Summary:
**Kohn-Sham gap**: 11.5 eV
**Structure (SMILES)**: O.O
**Net charge**: 0
**E_HOMO**: -0.39715 Ha

Last column: Löwdin charge in e.
Element x y z (Å)
O (-1.070, -1.074, 0.491)  -0.09
H (-1.375, -0.790, 1.354)  0.02
H (-0.312, -0.496, 0.273)  -0.02
O (0.766, 0.829, -0.362)  -0.06
H (0.353, 1.099, -1.198)  0.07
H (1.639, 0.432, -0.558)  0.07